Entry P
DFT (ωB97M-V with the def2-TZVPD basis set) results for the ion C6H17N2 with charge +2.

molar mass = 117.22 g mol⁻¹
2S+1 = 2
total charge = +2
frontier orbital gap (alpha / beta) = 12.10 / 6.98 eV
HOMO level (alpha / beta) = -19.27 / -19.20 eV
LUMO energy (alpha / beta) = -7.176 / -12.218 eV

Cartesian coordinates (Å):
C1 -0.93372 0.04419 -1.15328
N1 -1.67878 -0.05502 0.07035
C2 -2.09168 1.25232 0.68047
C3 -2.68792 2.20633 -0.26067
C4 0.58305 -0.25054 -0.79457
N2 0.95204 -1.35823 0.12692
C5 2.10434 -1.03104 0.99993
C6 3.51299 -0.88702 0.29382
H1 -0.88457 1.01965 -1.68197
H2 -1.14802 -0.80092 -1.80069
H3 -2.34203 -0.82330 0.15840
H4 -1.17033 1.57504 1.19402
H5 -2.94164 1.01028 1.38835
H6 -2.67183 3.29380 0.25727
H7 -3.74117 2.36880 -0.34535
H8 -2.20179 2.18468 -1.26303
H9 0.98711 0.69980 -0.43727
H10 1.28611 -0.37144 -1.71915
H11 1.08741 -2.18272 -0.37395
H12 0.14495 -1.46719 0.87242
H13 2.01228 -0.09125 1.54010
H14 2.21430 -1.85780 1.69195
H15 3.54552 0.03156 -0.34913
H16 3.67592 -1.93907 -0.13112
H17 4.31259 -0.76261 1.02408

***

Entry Q
DFT (ωB97M-V with the def2-TZVPD basis set) results for a cluster of 2 separate species, C6H17N2 in total.

molar mass = 117.22 g mol⁻¹
2S+1 = 2
total charge = +2
frontier orbital gap (alpha / beta) = 4.97 / 3.70 eV
HOMO level (alpha / beta) = -15.63 / -15.63 eV
LUMO energy (alpha / beta) = -10.658 / -11.926 eV

Cartesian coordinates (Å):
C1 -1.93815 -1.40078 0.02009
C2 -1.07823 -0.53812 -1.07943
C3 -0.47182 0.54303 -0.42465
C4 0.65312 0.46460 0.50939
C5 1.77480 -0.60139 0.06975
N1 3.11508 -0.07912 0.38675
C6 3.91451 0.58949 -0.58731
N2 -4.50115 0.86401 1.00762
H1 -1.29335 -1.90420 0.73083
H2 -2.56035 -2.04753 -0.59036
H3 -2.57268 -0.63448 0.45566
H4 -1.75464 -0.29331 -1.88647
H5 -0.54414 1.47584 -0.99443
H6 -0.31416 -1.24362 -1.43663
H7 0.38959 0.13785 1.51815
H8 1.20014 1.39142 0.60944
H9 1.65393 -1.51943 0.63284
H10 1.82154 -0.57440 -1.02001
H11 3.60317 -0.63498 1.09310
H12 4.69274 1.16463 -0.08086
H13 3.28282 1.27063 -1.11625
H14 4.43320 -0.11173 -1.25291
H15 -4.47554 0.89808 2.02127
H16 -5.32596 1.37015 0.71135
H17 -3.70445 1.41334 0.70305

***

Entry R
DFT (ωB97M-V with the def2-TZVPD basis set) results for a structure of composition C6H17N2.

molar mass = 117.22 g mol⁻¹
2S+1 = 2
total charge = +2
frontier orbital gap (alpha / beta) = 7.25 / 6.32 eV
HOMO level (alpha / beta) = -18.63 / -18.63 eV
LUMO energy (alpha / beta) = -11.379 / -12.307 eV

Cartesian coordinates (Å):
C1 -1.41867 -1.36918 1.19013
N1 0.47422 0.42202 0.76170
C2 1.56075 -0.07122 -0.01512
C3 2.64422 0.99435 -0.32590
C4 3.73594 0.42875 -1.20054
C5 -2.31955 -1.33293 -0.03129
N2 -2.46672 0.00438 -0.65114
C6 -2.94557 1.09538 0.19004
H1 -0.93260 -2.34641 1.33192
H2 -1.92331 -1.06607 2.10696
H3 0.84551 0.65481 1.69455
H4 2.05652 -0.98672 0.39323
H5 1.16347 -0.43287 -0.98023
H6 3.09169 1.36567 0.60693
H7 2.12559 1.81892 -0.83075
H8 3.35864 0.02411 -2.13627
H9 4.47690 1.19625 -1.46036
H10 4.33759 -0.34138 -0.71857
H11 -1.88529 -1.96264 -0.82038
H12 -3.30652 -1.73554 0.24138
H13 -0.38685 -0.42100 0.87872
H14 -3.10854 -0.06428 -1.45176
H15 -2.17015 1.37575 0.90714
H16 -3.84062 0.80234 0.76010
H17 -3.16664 1.94751 -0.44048

***

Name the most stable of them. entry P.

***

Entry P
DFT (ωB97M-V with the def2-TZVPD basis set) results for a structure of composition C37H42N4O9ReSSi.

molar mass = 933.12 g mol⁻¹
2S+1 = 2
frontier orbital gap (alpha / beta) = 6.74 / 6.59 eV
HOMO level (alpha / beta) = -7.68 / -7.34 eV
LUMO energy (alpha / beta) = -0.932 / -0.756 eV

Cartesian coordinates (Å):
Re1 0.09130 -0.03907 -0.22575
C1 -5.60986 5.50392 2.28814
O1 -4.55145 4.76014 2.86979
C2 -3.29475 5.24022 2.71846
C3 -2.98264 6.42668 2.06684
C4 -1.65495 6.83698 1.99466
C5 -0.63724 6.05583 2.50327
C6 -0.96324 4.86949 3.17090
C7 -2.27581 4.47387 3.28926
N1 0.69655 6.60457 2.40821
N2 1.70547 5.88482 2.29892
C8 1.64569 4.51699 1.86163
C9 2.46813 3.64640 2.51317
C10 2.44905 2.25213 2.26759
C11 1.59306 1.75748 1.34187
O2 1.44214 0.44002 1.06534
C12 0.82082 2.65496 0.57402
N3 0.05786 2.04768 -0.39036
C13 -0.61585 2.80569 -1.22903
C14 -0.52486 4.20850 -1.18394
C15 0.20729 4.82294 -0.21136
C16 0.86983 4.03602 0.75945
H1 -6.52146 4.96556 2.52535
H2 -5.49848 5.56662 1.20317
H3 -5.66474 6.51095 2.70786
H4 -3.75271 7.03798 1.61962
H5 -1.39847 7.77032 1.50614
H6 -0.18610 4.26558 3.61833
H7 -2.54184 3.56383 3.81245
H8 3.10294 4.05042 3.29293
H9 3.08097 1.56995 2.82311
H10 -1.24974 2.31454 -1.95147
H11 -1.03951 4.78544 -1.93959
H12 0.29782 5.90018 -0.19453
C17 -0.75608 0.33253 -5.01496
C18 -1.06104 -0.70897 -3.94075
C19 -2.03886 -1.75925 -4.44518
O3 0.11784 -1.38565 -3.55634
C20 -1.71409 -0.00840 -2.74366
O4 -2.56602 0.82973 -2.89388
O5 -1.29730 -0.41024 -1.53651
H13 -0.55940 -0.17092 -5.96253
H14 0.13155 0.90475 -4.73617
H15 -1.59332 1.01654 -5.13903
H16 -1.61014 -2.25380 -5.31849
H17 -2.98356 -1.29135 -4.72352
H18 -2.22334 -2.51043 -3.67475
H19 0.62843 -0.82120 -2.94350
O6 -1.39975 0.32247 1.16464
N4 -1.41366 -0.18539 2.41118
O7 -0.49479 -0.88701 2.68502
C21 3.96393 -0.84657 -0.25542
Si1 3.07496 -0.60250 -1.87553
C22 3.82869 0.82579 -2.79694
C23 3.27255 -2.12425 -2.94742
O8 1.46999 -0.28323 -1.64847
H20 4.82395 -1.51287 -0.37970
H21 3.30239 -1.27405 0.50239
H22 4.32901 0.10765 0.13618
H23 4.89441 0.65660 -2.98712
H24 3.72696 1.76176 -2.23870
H25 3.33176 0.95217 -3.76511
H26 4.20849 -2.06652 -3.51225
H27 2.45394 -2.20209 -3.67092
H28 3.29894 -3.04577 -2.35802
O9 0.09409 -2.13930 0.07558
S1 1.09795 -3.24871 -0.25031
C24 0.83447 -4.41773 1.08037
C25 1.41909 -3.88299 2.36278
C26 0.60078 -3.67593 3.46310
C27 1.12973 -3.18138 4.64758
C28 2.47934 -2.87707 4.73279
C29 3.30360 -3.06982 3.62935
C30 2.77520 -3.57184 2.45113
C31 0.37919 -4.17116 -1.62432
C32 -0.94445 -4.82792 -1.34694
C33 -1.07172 -6.20737 -1.47019
C34 -2.28844 -6.83104 -1.22528
C35 -3.38693 -6.07887 -0.83629
C36 -3.26689 -4.70020 -0.70643
C37 -2.05707 -4.07288 -0.97011
H29 1.31750 -5.34482 0.75866
H30 -0.24291 -4.56510 1.14481
H31 -0.46018 -3.88362 3.38881
H32 0.48090 -3.02096 5.49889
H33 2.88978 -2.48096 5.65372
H34 4.35756 -2.82774 3.68720
H35 3.41906 -3.70945 1.58733
H36 1.15427 -4.89034 -1.90040
H37 0.28821 -3.42167 -2.41319
H38 -0.21263 -6.79859 -1.77001
H39 -2.37519 -7.90452 -1.33642
H40 -4.33440 -6.56378 -0.63838
H41 -4.11921 -4.10579 -0.40141
H42 -1.97237 -2.99558 -0.88140

***

Entry Q
DFT (ωB97M-V with the def2-TZVPD basis set) results for a structure of composition C37H42N4O9ReSSi.

molar mass = 933.12 g mol⁻¹
2S+1 = 2
frontier orbital gap (alpha / beta) = 5.67 / 5.98 eV
HOMO level (alpha / beta) = -7.39 / -7.43 eV
LUMO energy (alpha / beta) = -1.722 / -1.448 eV

Cartesian coordinates (Å):
Re1 -0.15156 0.53495 -0.86067
C1 7.96551 0.26426 1.15221
O1 6.94859 -0.47271 1.79052
C2 6.44338 -1.55824 1.15504
C3 6.89706 -2.05124 -0.06810
C4 6.29375 -3.15115 -0.63849
C5 5.16527 -3.72886 -0.05496
C6 4.73932 -3.25789 1.19577
C7 5.38721 -2.20822 1.80041
N1 4.57685 -4.82197 -0.66597
N2 3.36223 -5.01509 -0.76595
C8 2.36115 -4.10210 -0.66682
C9 1.12780 -4.49629 -0.12823
C10 0.07702 -3.62223 0.04061
C11 0.19240 -2.26994 -0.34764
O2 -0.72627 -1.38382 -0.23628
C12 1.42968 -1.87497 -0.95509
N3 1.47793 -0.58259 -1.34746
C13 2.55103 -0.13845 -1.98199
C14 3.58192 -0.99061 -2.36106
C15 3.53875 -2.32226 -2.00524
C16 2.48716 -2.77614 -1.19526
H1 8.19802 1.09146 1.82067
H2 7.62065 0.66136 0.19157
H3 8.86529 -0.34192 0.99660
H4 7.72560 -1.58211 -0.57653
H5 6.65703 -3.53482 -1.58075
H6 3.91808 -3.75206 1.69206
H7 5.07878 -1.85023 2.76960
H8 1.03982 -5.51721 0.21537
H9 -0.84324 -3.94643 0.49998
H10 2.56198 0.91745 -2.22132
H11 4.39727 -0.60559 -2.95105
H12 4.28129 -3.01076 -2.37606
C17 -0.16270 4.13947 1.02606
C18 -0.56162 3.78941 -0.40358
C19 -1.22964 4.94807 -1.13914
O3 -1.41422 2.66543 -0.37869
C20 0.76542 3.42289 -1.16963
O4 1.60582 4.27748 -1.34168
O5 0.82461 2.21467 -1.56205
H13 -1.02010 4.51445 1.57963
H14 0.61944 4.89261 1.01077
H15 0.21058 3.24135 1.50855
H16 -2.12600 5.25887 -0.60390
H17 -1.50201 4.63294 -2.14539
H18 -0.53895 5.78350 -1.20950
H19 -1.81055 2.57740 -1.27446
O6 -1.70174 1.98464 -3.04164
N4 -1.34431 0.93317 -3.59133
O7 -0.69597 0.10578 -2.90136
C21 0.67045 1.29462 3.75858
Si1 1.59447 0.72901 2.17649
C22 2.10567 -1.11169 2.35945
C23 3.21158 1.74155 1.96636
O8 0.60502 0.92354 0.95750
H20 1.34031 1.35034 4.60928
H21 -0.12753 0.59981 3.99833
H22 0.22598 2.27397 3.61710
H23 2.64835 -1.27627 3.28366
H24 2.74774 -1.41106 1.53616
H25 1.23508 -1.76041 2.35828
H26 3.90570 1.53953 2.77670
H27 3.01535 2.80924 1.95391
H28 3.70989 1.48775 1.03449
O9 -2.76621 0.49463 -0.88015
S1 -3.69760 -0.22346 -1.77151
C24 -5.10478 -0.73453 -0.66566
C25 -4.59826 -1.77704 0.27053
C26 -4.51819 -1.53263 1.63513
C27 -4.04273 -2.50633 2.49505
C28 -3.63375 -3.73238 1.99839
C29 -3.68541 -3.97298 0.63470
C30 -4.16214 -3.00176 -0.22372
C31 -4.64645 1.08636 -2.71869
C32 -5.51921 1.98736 -1.91888
C33 -6.90264 1.95889 -2.06987
C34 -7.70612 2.83328 -1.35878
C35 -7.14038 3.74849 -0.48823
C36 -5.76749 3.76615 -0.31325
C37 -4.96222 2.89559 -1.02315
H29 -5.87632 -1.11662 -1.33297
H30 -5.45476 0.14947 -0.13728
H31 -4.83877 -0.57556 2.02237
H32 -3.99353 -2.31019 3.55646
H33 -3.27585 -4.49986 2.66820
H34 -3.35996 -4.92276 0.23529
H35 -4.20139 -3.19432 -1.28695
H36 -5.20846 0.53005 -3.46607
H37 -3.85795 1.65270 -3.21336
H38 -7.35292 1.26910 -2.77010
H39 -8.77863 2.80550 -1.49154
H40 -7.76351 4.45508 0.04017
H41 -5.32251 4.47162 0.37144
H42 -3.89472 2.92049 -0.88205

***

Name the most stable of them. entry P.

***

Entry P
DFT (ωB97M-V with the def2-TZVPD basis set) results for a cluster of 2 separate species, C7H13N3O in total.

molar mass = 155.20 g mol⁻¹
structure (SMILES) = Cc1c[nH]cn1.CCC(N)=O
frontier orbital gap = 9.68 eV
HOMO level = -8.96 eV
LUMO energy = 0.721 eV

Cartesian coordinates (Å):
C1 1.72672 2.09399 -2.15419
C2 -1.37027 1.38137 -0.57118
C3 0.28042 1.88642 -1.89511
C4 -0.85303 1.82291 -2.64659
N1 -0.08827 1.61919 -0.56352
N2 -1.89147 1.52066 -1.81041
H1 -1.95098 1.14926 0.30606
H2 -2.84498 1.34578 -2.07976
H3 -0.93339 1.74080 -3.71813
H4 1.98725 2.39469 -3.16481
H5 2.35223 1.21143 -1.99090
H6 2.01264 2.82984 -1.39886
C5 0.18053 -2.09475 0.81910
C6 1.36270 -3.09495 0.74884
C7 -0.03984 -1.56094 2.24209
O1 -0.72515 -2.20785 3.00190
N3 0.78698 -0.50796 2.52541
H7 0.56536 -1.24692 0.25039
H8 -0.63241 -2.67572 0.41483
H9 2.27856 -2.71259 0.30916
H10 1.08886 -3.93960 0.09856
H11 0.60156 0.02317 3.35944
H12 0.94036 0.15025 1.77445
H13 1.64365 -3.65712 1.63188

***

Entry Q
DFT (ωB97M-V with the def2-TZVPD basis set) results for a cluster of 2 separate species, C7H13N3O in total.

molar mass = 155.20 g mol⁻¹
structure (SMILES) = Cc1c[nH]cn1.CCC(N)=O
frontier orbital gap = 9.58 eV
HOMO level = -8.87 eV
LUMO energy = 0.709 eV

Cartesian coordinates (Å):
C1 0.83183 2.64386 0.75406
C2 1.80902 1.78663 1.57154
C3 1.54062 3.40627 -0.28252
O1 2.29329 4.35309 -0.06434
N1 1.28495 3.06467 -1.57169
H1 0.11791 1.89020 0.33092
H2 0.06946 3.18795 1.35833
H3 1.85912 2.21277 2.58139
H4 2.82458 1.72307 1.18929
H5 1.77112 3.48292 -2.34263
H6 0.73619 2.23434 -1.72193
H7 1.38348 0.80067 1.75367
C4 0.26356 -3.17956 0.47444
C5 -2.17288 -1.18736 -1.16843
C6 -0.99562 -2.57081 -0.02704
C7 -2.22984 -3.12073 -0.16580
N2 -0.92788 -1.39942 -0.79504
N3 -3.02135 -2.24555 -0.88901
H8 -2.49489 -0.64247 -2.05671
H9 -4.02108 -2.32041 -0.92200
H10 -2.64261 -4.01536 0.27819
H11 0.46365 -4.02667 -0.20877
H12 0.16122 -3.59362 1.47852
H13 1.09615 -2.48450 0.44556

***

Name the most stable of them. entry P.